The following is a DFT calculation (the ωB97M-V functional and the def2-TZVPD basis) of C61H50N2P3PtSSi as an isolated structure.

Geometry (Å):
Pt1 -0.1353 -0.3102 0.0589
C1 1.0112 -1.0293 6.2946
C2 1.7672 -0.5850 5.2226
C3 1.2859 -0.7182 3.9274
C4 0.0444 -1.2962 3.6898
C5 -0.7165 -1.7308 4.7795
C6 -0.2355 -1.6003 6.0708
P1 -0.6217 -1.5300 2.0111
C7 -2.3476 -1.1047 2.1795
C8 -2.7076 0.0337 2.9626
C9 -3.6815 0.8660 2.5486
C10 -4.2995 0.6947 1.2030
C11 -4.1884 -0.7013 0.6846
C12 -3.2258 -1.5268 1.1292
C13 -0.5044 -3.3111 1.6452
C14 -0.9223 -4.2851 2.5509
C15 -0.7684 -5.6257 2.2430
C16 -0.1800 -5.9995 1.0406
C17 0.2342 -5.0312 0.1412
C18 0.0647 -3.6743 0.4237
Si1 0.5528 -2.3104 -0.7687
C19 -0.3892 -2.4132 -2.4179
C20 -0.7898 -3.5801 -3.0656
C21 -1.2194 -3.5527 -4.3852
C22 -1.2014 -2.3632 -5.1012
C23 -0.8196 -1.1865 -4.4756
C24 -0.4773 -1.2006 -3.1258
P2 -0.0757 0.2901 -2.1669
C25 1.3586 1.0231 -3.0365
C26 2.4099 0.1932 -3.4240
C27 3.4938 0.7077 -4.1172
C28 3.5424 2.0585 -4.4322
C29 2.5010 2.8907 -4.0515
C30 1.4143 2.3781 -3.3580
C31 -1.2976 1.6096 -2.3671
C32 -1.2732 2.5782 -1.2225
C33 -1.9930 3.8522 -1.4894
C34 -2.6674 4.0676 -2.6461
C35 -2.7369 3.0711 -3.6494
C36 -2.0319 1.8657 -3.4908
C37 2.3655 -2.5084 -1.2883
C38 2.6600 -3.2803 -2.4163
C39 3.9596 -3.4131 -2.8844
C40 4.9950 -2.7614 -2.2322
C41 4.7265 -1.9977 -1.1063
C42 3.4247 -1.8645 -0.6276
P3 3.0400 -0.9283 0.8998
C43 2.9963 0.8240 0.3461
C44 3.8748 1.3487 -0.6022
C45 3.8322 2.6913 -0.9403
C46 2.9037 3.5343 -0.3404
C47 2.0255 3.0301 0.6054
C48 2.0747 1.6822 0.9482
C49 4.6255 -1.0051 1.8054
C50 5.0332 -2.2657 2.2501
C51 6.1767 -2.4077 3.0170
C52 6.9200 -1.2878 3.3714
C53 6.5132 -0.0320 2.9515
C54 5.3718 0.1113 2.1703
H1 1.3880 -0.9293 7.3037
H2 2.7389 -0.1382 5.3868
H3 1.8931 -0.3922 3.0986
H4 -1.7042 -2.1471 4.6238
H5 -0.8367 -1.9396 6.9038
H6 -2.1675 0.2428 3.8773
H7 -3.9702 1.7238 3.1444
H8 -5.3541 0.9882 1.2348
H9 -4.8703 -1.0119 -0.0972
H10 -3.0760 -2.5011 0.6766
H11 -1.3622 -4.0053 3.4985
H12 -1.0951 -6.3813 2.9449
H13 -0.0407 -7.0476 0.8106
H14 0.7098 -5.3369 -0.7841
H15 -0.7587 -4.5273 -2.5394
H16 -1.5370 -4.4672 -4.8691
H17 -1.4836 -2.3527 -6.1454
H18 -0.7696 -0.2706 -5.0495
H19 2.3818 -0.8644 -3.2005
H20 4.2958 0.0456 -4.4168
H21 4.3855 2.4595 -4.9796
H22 2.5261 3.9436 -4.3007
H23 0.6084 3.0485 -3.0901
H24 -0.2250 2.8163 -0.9746
H25 -1.9548 4.6121 -0.7212
H26 -3.1732 5.0119 -2.7986
H27 -3.3028 3.2479 -4.5526
H28 -2.0592 1.1452 -4.2955
H29 1.8626 -3.7758 -2.9577
H30 4.1598 -4.0208 -3.7574
H31 6.0115 -2.8511 -2.5933
H32 5.5433 -1.5150 -0.5828
H33 4.6018 0.7015 -1.0777
H34 4.5234 3.0827 -1.6746
H35 2.8755 4.5840 -0.6039
H36 1.3117 3.6826 1.0943
H37 1.4072 1.3100 1.7190
H38 4.4500 -3.1422 1.9886
H39 6.4853 -3.3912 3.3462
H40 7.8105 -1.3971 3.9759
H41 7.0861 0.8441 3.2261
H42 5.0710 1.0991 1.8452
N1 -4.1294 1.4542 -1.1050
C55 -3.6960 1.7401 0.2029
S1 -1.7443 1.7894 0.4025
N2 -4.0333 3.1040 0.5560
C56 -5.3651 3.4978 0.8459
C57 -5.5527 4.4139 1.8812
C58 -6.8166 4.8882 2.1860
C59 -7.9210 4.4454 1.4721
C60 -7.7383 3.5302 0.4481
C61 -6.4728 3.0594 0.1233
H43 -3.8073 0.5605 -1.4512
H44 -3.9194 2.1989 -1.7544
H45 -3.4027 3.4474 1.2666
H46 -4.6951 4.7594 2.4490
H47 -6.9380 5.6014 2.9905
H48 -8.9099 4.8102 1.7120
H49 -8.5892 3.1769 -0.1196
H50 -6.3478 2.3556 -0.6849

Spin multiplicity: 3
Net charge: +1
Relative energy (zero: lowest compared OMol25 entry of this formula, charge and spin) in kcal per mole: 0.0
Kohn-Sham gap (spin up / spin down) in eV: 7.23 / 6.29
E_HOMO (spin up / spin down) in eV: -9.42 / -9.86

Atomic partial charges in e from the Mulliken method, atoms 1 to 8: Pt 2.1652; C -0.6490; C -1.1679; C -0.4586; C 0.5633; C -0.4103; C -0.9637; P 1.6592



The following is a DFT calculation (the ωB97M-V functional and the def2-TZVPD basis) of a 7-piece molecular cluster, C61H53F20NO15S3 overall in a non-equilibrium geometry.

Geometry (Å):
C1 7.6546 -0.2254 -0.2594
C2 7.7068 1.1076 -1.0247
C3 6.4945 1.9744 -0.6795
C4 5.2397 1.5070 -1.4333
N1 4.0252 1.4639 -0.5363
C5 3.9460 0.1342 0.0616
C6 2.8478 0.0018 1.1144
C7 2.4456 -1.4772 1.2481
C8 1.4341 -1.8434 0.1471
C9 0.3265 -2.8151 0.5906
C10 0.5625 -4.3289 0.3733
C11 1.9255 -4.7738 -0.1204
F1 1.9553 -6.1379 -0.0959
F2 2.1194 -4.4032 -1.4043
F3 2.9414 -4.3498 0.6501
O1 0.3404 -4.9957 1.6326
S1 -1.2509 -5.1789 1.9380
O2 -1.2781 -5.6824 3.2755
O3 -1.8688 -3.6318 2.0765
C12 -2.2206 -3.1461 0.7687
C13 -1.0528 -2.4138 0.0669
C14 -1.2223 -2.4525 -1.4452
F4 -1.6885 -3.6576 -1.8652
F5 -0.0676 -2.2489 -2.1156
C15 -2.2223 -1.3926 -2.0093
F6 -3.3643 -1.3603 -1.2990
F7 -2.5499 -1.7978 -3.2583
C16 -1.5963 0.0255 -2.1822
F8 -0.9951 0.0814 -3.3815
F9 -0.6560 0.2824 -1.2469
C17 -2.6292 1.1934 -2.1316
F10 -2.0987 2.2302 -2.8176
F11 -3.7678 0.8522 -2.7662
C18 -2.9649 1.6768 -0.6834
F12 -4.2752 2.0017 -0.6641
F13 -2.7934 0.6976 0.2286
C19 -2.2000 2.9490 -0.2249
F14 -2.7565 4.0110 -0.8463
F15 -0.8992 2.9006 -0.5497
C20 -2.2957 3.1736 1.3181
F16 -1.3721 2.3653 1.8825
F17 -3.5178 2.8972 1.7893
C21 -1.9206 4.6215 1.7438
F18 -2.8388 5.5123 1.3559
F19 -1.8886 4.6180 3.0981
F20 -0.6986 4.9554 1.3004
C22 2.9091 1.7318 -1.3512
S2 1.9738 0.6380 -2.1230
S3 2.6399 3.4622 -1.4881
C23 1.0219 3.6167 -2.2475
C24 1.0096 4.0777 -3.7193
C25 0.1825 3.0937 -4.5595
H1 6.9358 -0.8770 -0.7468
H2 7.2728 -0.0310 0.7364
H3 8.6216 -0.7078 -0.1875
H4 8.6260 1.6296 -0.7961
H5 7.6525 0.8928 -2.0891
H6 6.3330 2.0400 0.3895
H7 6.7054 2.9822 -1.0286
H8 5.4010 0.5110 -1.8406
H9 5.0181 2.1957 -2.2378
H10 3.8470 -0.6668 -0.6733
H11 4.8947 -0.0299 0.5630
H12 3.2504 0.3084 2.0776
H13 1.9923 0.6379 0.9087
H14 2.0332 -1.6528 2.2369
H15 3.3633 -2.0466 1.1432
H16 0.9337 -0.9119 -0.0895
H17 1.9356 -2.1407 -0.7633
H18 0.2682 -2.7041 1.6647
H19 -0.1576 -4.7508 -0.3274
H20 -3.0387 -2.4528 0.8966
H21 -2.6087 -3.9792 0.1884
H22 -1.1646 -1.3704 0.3506
H23 0.4421 2.7070 -2.1615
H24 0.5085 4.3621 -1.6463
H25 0.5182 5.0416 -3.7822
H26 2.0078 4.1876 -4.1253
H27 0.5139 3.1264 -5.5853
H28 -0.8690 3.3450 -4.5081
H29 0.3521 2.0804 -4.2133
C26 -2.7844 -1.3678 -8.0921
C27 -1.9270 -0.4624 -7.6292
C28 -1.2866 -0.6188 -6.2993
O4 -0.5084 0.2051 -5.8721
C29 -1.6382 -1.8240 -5.5064
C30 -2.4959 -2.7292 -5.9692
C31 -3.1364 -2.5734 -7.2991
O5 -3.9164 -3.3975 -7.7230
H30 -3.2634 -1.2738 -9.0584
H31 -1.6566 0.4228 -8.1909
H32 -1.1596 -1.9181 -4.5396
H33 -2.7664 -3.6139 -5.4069
C32 11.4456 0.8325 3.6637
C33 10.7529 1.3106 2.6340
C34 9.2787 1.4623 2.7027
O6 8.6471 1.8951 1.7625
C35 8.6057 1.0617 3.9627
C36 9.2976 0.5835 4.9931
C37 10.7733 0.4318 4.9257
O7 11.4044 -0.0014 5.8636
H34 12.5211 0.7130 3.6352
H35 11.2232 1.6089 1.7056
H36 7.5300 1.1813 3.9907
H37 8.8267 0.2850 5.9210
C38 -6.8468 0.7989 1.3044
C39 -7.4287 1.3476 0.2423
C40 -8.8667 1.7192 0.2570
O8 -9.3960 2.2177 -0.7110
C41 -9.6283 1.4551 1.5043
C42 -9.0454 0.9062 2.5668
C43 -7.6092 0.5365 2.5486
O9 -7.0777 0.0382 3.5184
H38 -5.8001 0.5208 1.3143
H39 -6.8890 1.5479 -0.6745
H40 -10.6741 1.7338 1.4952
H41 -9.5809 0.7049 3.4863
C44 -5.1782 0.2228 7.0757
C45 -6.4478 0.1153 6.6914
C46 -7.5597 0.4120 7.6287
O10 -8.7181 0.3158 7.2832
C47 -7.2030 0.8324 9.0076
C48 -5.9335 0.9386 9.3894
C49 -4.8199 0.6429 8.4523
O11 -3.6635 0.7428 8.8016
H42 -4.3516 0.0114 6.4092
H43 -6.7282 -0.1884 5.6913
H44 -8.0297 1.0442 9.6739
H45 -5.6510 1.2427 10.3892
C50 1.3022 -9.4852 6.4986
C51 2.2985 -8.7841 7.0319
C52 2.4472 -7.3311 6.7641
O12 3.3579 -6.6946 7.2499
C53 1.4417 -6.6923 5.8813
C54 0.4434 -7.3908 5.3461
C55 0.2958 -8.8436 5.6140
O13 -0.6113 -9.4859 5.1307
H46 1.1758 -10.5451 6.6798
H47 3.0422 -9.2311 7.6793
H48 1.5681 -5.6325 5.6996
H49 -0.2967 -6.9384 4.7000
C56 -0.2396 5.7340 -8.8174
C57 -1.0228 6.1315 -9.8165
C58 -2.4662 6.4047 -9.6016
O14 -3.1805 6.7644 -10.5110
C59 -3.0012 6.2186 -8.2290
C60 -2.2175 5.8215 -7.2303
C61 -0.7747 5.5492 -7.4456
O15 -0.0614 5.1875 -6.5350
H50 0.8147 5.5285 -8.9520
H51 -0.6527 6.2738 -10.8237
H52 -4.0555 6.4235 -8.0941
H53 -2.5875 5.6788 -6.2229

Kohn-Sham gap in eV: 6.73
E_HOMO in eV: -8.51

Atomic partial charges in e from the Mulliken method, atoms 1 to 8: C -1.0422; C -0.8449; C -0.6286; C -0.6636; N 0.1772; C -1.0201; C -0.8843; C -1.1328



The following is a DFT calculation (the ωB97M-V functional and the def2-TZVPD basis) of a 10-piece molecular cluster, C61H63ClNO5 overall in a non-equilibrium geometry.

Geometry (Å):
O1 0.4143 -8.1758 -0.7238
C1 0.3482 -6.9692 -1.1067
O2 1.1283 -6.0298 -0.4018
C2 -0.6386 -6.6485 -2.3095
C3 -1.8364 -5.6305 -1.9749
C4 -2.5545 -5.8488 -0.5646
N1 -3.7196 -6.7807 -0.5913
C5 -3.3526 -8.1492 -1.0524
C6 -4.0227 -8.3865 -2.4835
O3 -3.7901 -9.3420 -3.2461
Cl1 -5.2891 -7.1789 -3.0508
C7 -3.1711 -4.3932 -0.1422
O4 -4.4032 -4.1968 -0.4382
O5 -2.4514 -3.3995 0.4697
H1 1.0971 -6.2651 0.5545
H2 -1.0624 -7.6148 -2.7296
H3 0.0029 -6.1341 -3.1206
H4 -1.3962 -4.5646 -1.9498
H5 -2.5883 -5.6297 -2.8451
H6 -1.8546 -6.1344 0.2946
H7 -3.9730 -6.9041 0.4080
H8 -3.8780 -8.8840 -0.3328
H9 -2.2434 -8.3998 -0.9981
C8 0.1630 1.1157 -1.9755
C9 0.7503 0.9973 -0.7202
C10 0.3804 -0.0439 0.1261
C11 -0.5705 -0.9744 -0.2879
C12 -1.1541 -0.8575 -1.5447
C13 -0.7916 0.1894 -2.3871
H10 0.4488 1.9298 -2.6342
H11 1.4968 1.7179 -0.4002
H12 0.8330 -0.1333 1.1084
H13 -0.8558 -1.7903 0.3691
H14 -1.8933 -1.5836 -1.8669
H15 -1.2516 0.2830 -3.3652
C14 4.9210 -3.3299 1.8480
C15 3.5628 -3.6078 1.7334
C16 2.6276 -2.7755 2.3295
C17 3.0464 -1.6527 3.0355
C18 4.4037 -1.3682 3.1499
C19 5.3425 -2.2099 2.5598
H16 5.6508 -3.9844 1.3833
H17 3.2313 -4.4787 1.1776
H18 1.5697 -2.9998 2.2429
H19 2.3138 -0.9986 3.4966
H20 4.7300 -0.4910 3.6991
H21 6.4011 -1.9923 2.6525
C20 1.9315 5.7496 -4.0653
C21 1.2535 5.0291 -3.0870
C22 1.8153 4.8707 -1.8242
C23 3.0514 5.4415 -1.5365
C24 3.7276 6.1652 -2.5138
C25 3.1702 6.3158 -3.7793
H22 1.4946 5.8702 -5.0512
H23 0.2866 4.5899 -3.3092
H24 1.2895 4.3032 -1.0637
H25 3.4873 5.3221 -0.5503
H26 4.6908 6.6116 -2.2888
H27 3.7001 6.8755 -4.5426
C26 7.6576 7.5280 -7.6919
C27 8.3426 7.6053 -6.4836
C28 7.6714 7.9843 -5.3256
C29 6.3119 8.2769 -5.3743
C30 5.6261 8.1960 -6.5820
C31 6.2993 7.8258 -7.7417
H28 8.1821 7.2355 -8.5953
H29 9.4012 7.3705 -6.4444
H30 8.2071 8.0509 -4.3848
H31 5.7871 8.5679 -4.4703
H32 4.5654 8.4226 -6.6194
H33 5.7656 7.7680 -8.6841
C32 -2.0839 -0.1019 3.0217
C33 -1.9400 1.0816 3.7388
C34 -3.0628 1.8292 4.0815
C35 -4.3309 1.3873 3.7145
C36 -4.4742 0.2009 2.9994
C37 -3.3509 -0.5418 2.6491
H34 -1.2089 -0.6831 2.7514
H35 -0.9514 1.4227 4.0304
H36 -2.9498 2.7556 4.6352
H37 -5.2071 1.9673 3.9857
H38 -5.4626 -0.1445 2.7145
H39 -3.4615 -1.4646 2.0864
C38 -0.3024 9.6732 -4.3611
C39 -0.8654 10.8995 -4.0220
C40 -0.8382 11.3368 -2.7017
C41 -0.2389 10.5515 -1.7213
C42 0.3273 9.3269 -2.0612
C43 0.2921 8.8854 -3.3799
H40 -0.3267 9.3308 -5.3904
H41 -1.3267 11.5148 -4.7876
H42 -1.2831 12.2899 -2.4363
H43 -0.2134 10.8945 -0.6925
H44 0.7960 8.7153 -1.2972
H45 0.7288 7.9282 -3.6433
C44 2.8124 -7.9231 -6.5263
C45 1.5308 -8.4099 -6.7635
C46 0.7975 -8.9756 -5.7251
C47 1.3427 -9.0458 -4.4467
C48 2.6227 -8.5557 -4.2087
C49 3.3596 -7.9982 -5.2490
H46 3.3852 -7.4850 -7.3369
H47 1.1032 -8.3489 -7.7588
H48 -0.1992 -9.3610 -5.9115
H49 0.7692 -9.4824 -3.6357
H50 3.0466 -8.6091 -3.2112
H51 4.3597 -7.6210 -5.0643
C50 -0.8072 0.6116 7.6228
C51 -0.1240 0.6875 8.8324
C52 -0.7978 1.0616 9.9907
C53 -2.1581 1.3507 9.9409
C54 -2.8420 1.2712 8.7319
C55 -2.1661 0.9058 7.5717
H52 -0.2810 0.3229 6.7191
H53 0.9352 0.4554 8.8723
H54 -0.2634 1.1271 10.9325
H55 -2.6849 1.6378 10.8449
H56 -3.9028 1.4950 8.6938
H57 -2.6978 0.8489 6.6281
C56 -6.8069 -0.8685 7.7490
C57 -7.3453 -2.1322 7.5281
C58 -6.8120 -2.9531 6.5393
C59 -5.7333 -2.5136 5.7775
C60 -5.1927 -1.2516 6.0011
C61 -5.7317 -0.4272 6.9834
H58 -7.2250 -0.2270 8.5179
H59 -8.1820 -2.4774 8.1267
H60 -7.2362 -3.9357 6.3626
H61 -5.3142 -3.1551 5.0096
H62 -4.3511 -0.9099 5.4085
H63 -5.3134 0.5588 7.1533

Net charge: -1
Kohn-Sham gap in eV: 6.75
E_HOMO in eV: -4.93

Atomic partial charges in e from the Mulliken method, atoms 1 to 8: O -0.6377; C 0.3746; O -0.3731; C -0.1274; C -0.6610; C 0.5722; N -0.3310; C -0.2400



no.,total energy (eV)
1,-116871.6196
2,-183166.3553
3,-88528.9894